--- A ---
A 2-piece molecular cluster, C5H17N2O overall, computed with ωB97M-V with the def2-TZVPD basis set.

Positions of all 25 atoms, in Å:
C  -1.2766  -1.8286  1.8430
C  -0.5134  -0.9795  0.8423
C  -1.3575  0.2045  0.3699
C  -0.7304  1.2466  -0.6509
C  1.4426  2.4843  -0.0081
N  -0.0035  2.2753  0.0081
N  0.0645  -1.8549  -0.3018
H  -1.1322  -1.3726  2.8206
H  -0.9964  -2.8759  1.8663
H  -2.3654  -1.7709  1.6993
H  0.3724  -0.5066  1.2994
H  -1.7043  0.7751  1.2366
H  -2.2578  -0.1500  -0.1331
H  -0.2353  0.7711  -1.4976
H  -1.5773  1.6753  -1.2288
H  2.1755  1.6850  0.1192
H  1.6309  2.9924  -0.9711
H  1.6090  3.2106  0.7868
H  -0.3150  2.2868  0.9840
H  -0.5112  -2.6892  -0.4912
H  0.9750  -2.2975  -0.1364
H  0.1555  -1.3457  -1.1838
H  2.3525  0.1012  -2.2021
H  2.2582  -1.2687  -2.9212
O  1.9402  -0.7683  -2.1493

Multiplicity ... 2
Charge ... +2
HOMO (alpha / beta) ... -19.4 / -19.4 eV

--- B ---
A 2-piece molecular cluster, C5H17N2O overall, computed with ωB97M-V with the def2-TZVPD basis set.

Positions of all 25 atoms, in Å:
C  0.1957  -1.6588  -0.3253
N  1.1842  -1.7315  0.7747
C  2.4730  -1.0609  0.6145
C  -0.5823  -0.3024  -0.2841
N  -2.0603  -0.6192  -0.7647
C  -1.1183  1.9131  0.9976
C  -0.6242  0.4557  1.0023
H  0.6613  -1.7445  -1.2990
H  -0.4552  -2.5359  -0.2369
H  1.3235  -2.6979  1.0883
H  2.9287  -1.2296  -0.3661
H  3.1752  -1.4739  1.3392
H  2.3249  0.0137  0.7109
H  -0.1513  0.4115  -1.0359
H  -2.5794  -1.1715  -0.0798
H  -1.9628  -0.8754  -1.7469
H  -2.6036  0.2542  -0.7253
H  -2.1620  1.9942  1.2822
H  -0.8869  2.4616  0.0952
H  -0.5379  2.4603  1.7406
H  0.3574  0.4529  1.4776
H  -1.1348  -0.1043  1.8183
H  0.5447  2.8261  -1.4864
H  1.2125  1.9679  -2.6136
O  0.4781  1.9945  -1.9773

Multiplicity ... 2
Charge ... +2
HOMO (alpha / beta) ... -18.7 / -18.7 eV

A is preferred energetically. Next in line: 0.567 eV higher.

--- A ---
One molecule with the formula C20H24N2O3, computed with ωB97M-V with the def2-TZVPD basis set.

Positions of all 49 atoms, in Å:
C  -2.0300  1.5355  3.9380
O  -1.2228  1.0992  2.8169
C  -1.8351  0.4584  1.7599
O  -3.0183  0.0725  1.6944
C  -0.9739  0.1584  0.5840
C  0.2984  0.6464  0.4286
N  0.8681  1.6340  1.2124
C  1.5018  2.5108  0.3184
C  1.9262  3.8065  0.4993
C  2.4270  4.5760  -0.6028
C  2.4442  3.9420  -1.8920
C  2.0571  2.6067  -2.0422
C  1.6274  1.9263  -0.9244
C  1.1781  0.5027  -0.8076
C  2.3912  -0.4145  -0.5717
C  2.2908  -1.5423  -1.5990
N  0.8677  -1.6075  -1.8195
C  0.2056  -2.4094  -0.7292
C  -1.2800  -2.1081  -0.5224
C  -1.9076  -2.7347  0.7404
C  -1.6924  -4.2545  0.7438
O  -3.3155  -2.4566  0.7954
C  -1.5690  -0.5929  -0.5951
C  -1.0454  -0.0442  -1.9433
C  0.4827  -0.1741  -2.0002
H  -1.3599  1.6737  4.8283
H  -2.8020  0.7929  4.2297
H  -2.5242  2.5030  3.7143
H  0.3231  1.9979  1.9809
H  1.8176  4.2537  1.4926
H  2.7936  5.6047  -0.4790
H  2.8296  4.4586  -2.7495
H  2.0997  2.1260  -3.0186
H  2.3851  -0.8391  0.4481
H  3.3075  0.1420  -0.6872
H  2.6758  -2.4934  -1.1982
H  2.8398  -1.3451  -2.5095
H  0.7488  -2.3264  0.1890
H  0.3723  -3.4630  -1.0164
H  -1.8038  -2.5864  -1.3556
H  -1.4009  -2.3473  1.6115
H  -2.1357  -4.6356  1.6617
H  -0.6259  -4.4726  0.7491
H  -2.1424  -4.7857  -0.0981
H  -3.4214  -1.5619  1.1436
H  -2.6491  -0.4290  -0.6373
H  -1.5130  -0.6226  -2.7737
H  -1.3582  1.0136  -2.0634
H  0.8674  0.2054  -2.9442

SMILES ... COC(=O)C1=C2Nc3ccccc3[C@@]23CCN2C[C@@H]([C@H](C)O)[C@@H]1C[C@H]23
HOMO ... -8.1 eV

--- B ---
One molecule with the formula C20H24N2O3, computed with ωB97M-V with the def2-TZVPD basis set.

Positions of all 49 atoms, in Å:
C  -5.7494  -2.8838  1.1632
C  -5.7793  -1.3852  0.9077
O  -4.4882  -1.0061  0.4768
C  -4.2151  0.2988  0.2574
C  -5.1524  1.3274  0.3022
C  -4.7757  2.6291  0.0178
C  -3.4698  2.9293  -0.3230
C  -2.5303  1.9136  -0.3723
C  -2.8866  0.6055  -0.0801
C  -1.8368  -0.4576  -0.0597
O  -1.6146  -1.1778  0.8921
N  -1.1438  -0.5474  -1.2261
C  0.0942  -1.2803  -1.2876
C  1.2422  -0.3016  -1.5275
O  1.0152  0.8444  -1.8810
N  2.4852  -0.7780  -1.3327
C  2.7605  -2.1320  -0.9153
C  3.6246  0.1170  -1.4652
C  4.4426  0.1899  -0.2022
C  5.7579  -0.2581  -0.2262
C  6.5498  -0.2213  0.9064
C  6.0218  0.2653  2.0888
C  4.7149  0.7148  2.1211
C  3.9076  0.6876  0.9897
C  2.4962  1.1786  1.0848
H  -6.7164  -3.2190  1.5275
H  -5.5084  -3.4114  0.2446
H  -4.9852  -3.1114  1.9008
H  -6.5234  -1.1446  0.1342
H  -6.0432  -0.8485  1.8294
H  -6.1798  1.1221  0.5587
H  -5.5175  3.4131  0.0620
H  -3.1828  3.9454  -0.5453
H  -1.5022  2.1396  -0.6181
H  -1.2280  0.2046  -1.8965
H  0.0637  -2.0170  -2.0997
H  0.2039  -1.8019  -0.3330
H  3.8314  -2.3069  -0.9926
H  2.4630  -2.3024  0.1230
H  2.2419  -2.8505  -1.5513
H  4.2542  -0.2292  -2.2930
H  3.2192  1.0983  -1.7274
H  6.1708  -0.6359  -1.1519
H  7.5706  -0.5708  0.8652
H  6.6272  0.2987  2.9824
H  4.3065  1.0984  3.0452
H  2.3810  1.8345  1.9446
H  1.8071  0.3424  1.2104
H  2.1967  1.7194  0.1904

SMILES ... CCOc1ccccc1C(=O)NCC(=O)N(C)Cc1ccccc1C
HOMO ... -8.5 eV

B is preferred energetically. Next in line: 1.021 eV higher.

--- A ---
A 2-piece molecular cluster, C2H7S2 overall, computed with ωB97M-V with the def2-TZVPD basis set.

Positions of all 11 atoms, in Å:
S  -2.9812  2.1938  -1.3780
H  -1.5597  2.3461  -1.2562
C  1.1043  -0.6893  -1.1039
S  0.9807  -1.3486  0.5927
C  0.0082  -0.3436  1.6754
H  0.1367  -1.0851  -1.5421
H  0.9442  0.4789  -1.1877
H  1.9189  -1.2149  -1.5821
H  0.6239  0.2306  2.3909
H  -0.6022  -1.0702  2.2391
H  -0.5738  0.5022  1.1521

Charge ... -1
HOMO ... -2.6 eV

--- B ---
C2H7S2 as an isolated structure, computed with ωB97M-V with the def2-TZVPD basis set.

Positions of all 11 atoms, in Å:
S  -1.4658  0.1177  1.9748
H  -1.8507  1.4151  1.9112
C  0.9178  -1.5477  -1.8842
C  1.4248  -0.5238  -0.8472
S  0.3697  0.9602  -0.6999
H  1.7782  -1.8853  -2.4658
H  0.1917  -1.0765  -2.5349
H  0.5604  -2.4530  -1.3821
H  1.8250  -1.0424  0.0276
H  2.3264  -0.0941  -1.3070
H  -0.5627  0.5640  0.6026

Charge ... -1
HOMO ... -3.1 eV

B is preferred energetically. Next in line: 0.710 eV higher.

--- A ---
A 3-piece molecular cluster, CH7O3 overall, computed with ωB97M-V with the def2-TZVPD basis set.

Positions of all 11 atoms, in Å:
C  0.3934  1.1244  0.1077
O  -0.5366  0.1195  0.1425
H  -0.0418  2.1504  0.0781
H  1.1166  1.1047  -0.7364
H  1.0046  1.1602  1.0421
H  -1.0660  -0.1871  -1.3184
H  -0.7864  -1.2732  -2.3127
O  -1.2036  -0.4143  -2.3134
H  1.0814  -1.3978  2.0519
H  -0.1050  -0.8594  1.2657
O  0.1433  -1.5275  1.9930

Charge ... -1
HOMO ... -3.8 eV

--- B ---
CH7O3 as an isolated structure, computed with ωB97M-V with the def2-TZVPD basis set.

Positions of all 11 atoms, in Å:
C  0.6092  -0.6622  0.3679
O  -0.3671  0.3455  -0.1449
H  0.8905  -1.0742  -0.6989
H  0.1787  -1.5219  0.9855
H  1.5690  -0.1464  0.8694
H  -1.4225  -0.3746  0.3223
H  -1.5951  -1.6603  1.3170
O  -2.2503  -1.0265  0.9486
H  0.4737  1.4306  -0.8536
H  0.7539  2.7935  -1.6579
O  1.1599  1.8965  -1.4555

Charge ... -1
HOMO ... -4.1 eV

A is preferred energetically. Next in line: 1.206 eV higher.

--- A ---
A 2-piece molecular cluster, C4H12N3 overall, computed with ωB97M-V with the def2-TZVPD basis set.

Positions of all 19 atoms, in Å:
N  -0.1040  0.5537  1.9048
C  0.8981  1.5068  1.9768
N  1.6989  1.7881  0.8677
H  -0.2738  -0.0158  1.0887
H  -0.4960  0.2201  2.7651
H  1.0819  2.0616  2.8775
H  2.4657  2.4227  0.9526
H  1.4921  1.3878  -0.0256
C  -1.6564  0.4660  -1.0709
C  -1.0432  -0.8748  -0.7839
C  0.1522  -1.2451  -1.2314
N  0.7502  -2.4936  -1.0363
H  -0.9252  1.2740  -1.1336
H  -2.2331  0.4519  -2.0000
H  -2.3392  0.7606  -0.2737
H  -1.6786  -1.6341  -0.3368
H  0.7203  -0.6188  -1.9130
H  1.3878  -2.7621  -1.7699
H  0.1021  -3.2490  -0.8582

Multiplicity ... 2
HOMO (alpha / beta) ... -4.2 / -8.3 eV

--- B ---
A 2-piece molecular cluster, C4H12N3 overall, computed with ωB97M-V with the def2-TZVPD basis set.

Positions of all 19 atoms, in Å:
C  -2.8313  0.1908  -0.5569
C  -0.8690  1.5267  -1.0460
N  -1.3945  0.3613  -0.8689
H  -2.8429  -0.2366  0.4730
H  -3.2349  -0.5626  -1.2153
H  -3.3253  1.1525  -0.6003
H  -1.5367  2.3971  -0.9241
H  0.1844  1.5260  -1.2289
H  -0.7816  -0.4308  -0.7253
C  1.9492  0.3591  -0.2529
N  2.3861  -0.7084  0.5581
C  1.3466  -1.4111  1.1524
N  1.3701  -1.7441  2.3841
H  2.7945  0.8460  -0.7415
H  1.2583  -0.0409  -1.0043
H  1.3849  1.0771  0.3519
H  3.1189  -0.4954  1.2052
H  0.5239  -1.6267  0.4423
H  0.4994  -2.1799  2.5975

Multiplicity ... 2
HOMO (alpha / beta) ... -5.5 / -9.2 eV

--- C ---
One molecule with the formula C4H12N3, computed with ωB97M-V with the def2-TZVPD basis set.

Positions of all 19 atoms, in Å:
C  -1.6687  -0.6547  0.7599
C  -0.1935  -1.1069  0.8843
C  0.9316  -0.2834  0.2663
C  1.5863  -0.4650  -0.9299
N  1.3365  0.6435  -1.9139
N  1.0627  1.0421  0.9219
N  -1.9093  0.6896  0.3014
H  -2.0630  -1.3332  -0.0017
H  -2.1695  -1.0170  1.6587
H  0.0061  -1.1984  1.9693
H  -0.0038  -2.1201  0.4991
H  2.2492  -1.2416  -1.2714
H  1.2502  1.4800  -1.3280
H  0.4770  0.4800  -2.4883
H  2.1689  0.7182  -2.5027
H  1.4253  0.8638  1.8556
H  0.1129  1.3845  1.0450
H  -2.3446  1.3555  0.9108
H  -2.2543  0.7632  -0.6364

Multiplicity ... 2
HOMO (alpha / beta) ... -4.8 / -6.6 eV

A is preferred energetically. Next in line: 0.481 eV higher.

--- A ---
One molecule with the formula C2H4NP, computed with ωB97M-V with the def2-TZVPD basis set.

Positions of all 8 atoms, in Å:
C  1.3534  -0.7725  -0.5984
C  -1.0522  0.5391  0.2597
N  1.6756  -0.6271  0.6441
P  0.7944  0.7941  -0.0897
H  1.4467  -1.7066  -1.1486
H  -1.2561  1.2724  0.9738
H  -1.6278  -0.3006  0.6947
H  -1.3341  0.8013  -0.7356

Multiplicity ... 3
HOMO (alpha / beta) ... -5.9 / -9.3 eV

--- B ---
A 2-piece molecular cluster, C2H4NP overall, computed with ωB97M-V with the def2-TZVPD basis set.

Positions of all 8 atoms, in Å:
C  0.4532  -0.8010  -0.1960
C  1.1795  0.4705  -0.1461
N  -0.1214  -1.7885  -0.0773
P  -2.7529  0.4330  -0.0955
H  -2.6661  -0.5071  0.8904
H  1.1918  0.7559  0.8571
H  0.5915  1.2142  -0.8565
H  2.1243  0.2230  -0.3760

Multiplicity ... 3
HOMO (alpha / beta) ... -8.9 / -11.2 eV

B is preferred energetically. Next in line: 3.075 eV higher.